Entry 1:
Molecular formula: C2H2FO3S
Method: DFT, ωB97M-V/def2-TZVPD

CARTESIAN COORDINATES (ANGSTROEM)
C: -0.67 1.27 -0.90
C: 0.40 0.97 -0.11
O: 1.03 -2.81 -0.03
O: -0.96 1.07 -2.06
O: 0.18 -2.16 2.15
F: -1.68 2.00 -0.13
S: 0.00 -2.09 0.71
H: 0.45 1.28 0.91
H: 1.26 0.48 -0.54

Calculated values
Maximum force: 1.470 eV/A
E_tot: -21802.4765 eV
LUMO level (spin up / spin down): 2.691 / 2.692 eV
Charge: -1
Spin multiplicity: 1
Energy relative to the best compared isomer or geometry (same formula, charge and spin): 38.4 kJ/mol

Entry 2:
Molecular formula: C2H2FO3S
Method: DFT, ωB97M-V/def2-TZVPD

CARTESIAN COORDINATES (ANGSTROEM)
C: -1.98 -0.13 -0.58
C: -0.05 -0.82 0.28
O: 2.55 -0.09 -0.21
O: 0.64 -0.23 1.41
O: 1.11 1.85 0.02
F: 0.52 -1.98 -0.23
S: 1.20 0.40 -0.03
H: -1.46 0.87 -0.99
H: -2.53 0.14 0.33

Calculated values
Maximum force: 3.649 eV/A
E_tot: -21796.2849 eV
LUMO level: 3.797 eV
Charge: -1
Spin multiplicity: 1
Energy relative to the best compared isomer or geometry (same formula, charge and spin): 635.8 kJ/mol

Entry 3:
Molecular formula: C2H2FOP
Method: DFT, ωB97M-V/def2-TZVPD

CARTESIAN COORDINATES (ANGSTROEM)
C: 0.58 0.00 0.61
C: -1.51 0.36 -0.27
O: -1.82 1.31 -0.97
F: -2.17 -0.71 -0.09
P: 1.24 -0.90 -0.63
H: 1.06 0.63 1.39
H: 2.62 -0.69 -0.04

Calculated values
Maximum force: 5.276 eV/A
E_tot: -16155.5109 eV
LUMO level (spin up / spin down): -0.582 / -0.583 eV
Spin multiplicity: 1
Energy relative to the best compared isomer or geometry (same formula, charge and spin): 354.1 kJ/mol

Entry 4:
Molecular formula: C2H2FP
Method: DFT, ωB97M-V/def2-TZVPD

CARTESIAN COORDINATES (ANGSTROEM)
F: 1.21 4.02 0.79
C: 0.75 2.80 0.78
C: 0.27 1.65 0.70
P: -0.48 0.12 0.66
H: -0.21 -0.47 -0.53
H: -1.71 0.51 0.42

Calculated values
Maximum force: 6.596 eV/A
E_tot: -14108.9430 eV
LUMO level: 0.791 eV
Spin multiplicity: 1
Energy relative to the best compared isomer or geometry (same formula, charge and spin): 247.8 kJ/mol

Entry 5:
Molecular formula: C2H2FeO2
Method: DFT, ωB97M-V/def2-TZVPD

CARTESIAN COORDINATES (ANGSTROEM)
H: -0.41 1.49 -0.16
O: -0.90 -1.06 0.29
C: -0.40 0.18 0.58
C: 0.68 0.69 -0.20
O: 1.09 -0.04 -1.22
H: -0.37 0.48 1.64
Fe: 0.31 -1.74 -0.93

Calculated values
Maximum force: 2.116 eV/A
E_tot: -40582.8068 eV
LUMO level (spin up / spin down): -1.690 / -1.897 eV
<S²>: 6.01
Spin multiplicity: 5
Energy relative to the best compared isomer or geometry (same formula, charge and spin): 0.0 kJ/mol

Entry 6:
Molecular formula: C2H2HgLiO2
Method: DFT, ωB97M-V/def2-TZVPD

CARTESIAN COORDINATES (ANGSTROEM)
H: 1.54 1.45 0.00
O: 0.08 -1.74 -0.17
C: 0.38 -0.61 0.17
C: -0.27 0.60 -0.45
O: -0.79 0.56 -1.60
Li: -2.20 -0.45 -2.19
Hg: 2.39 -0.09 0.74
H: -0.79 1.20 0.33

Calculated values
Maximum force: 6.056 eV/A
E_tot: -10570.5177 eV
LUMO level: -5.922 eV
Charge: +1
Spin multiplicity: 1
Energy relative to the best compared isomer or geometry (same formula, charge and spin): 123.5 kJ/mol

Entry 7:
Molecular formula: C2H2HgO2P
Method: DFT, ωB97M-V/def2-TZVPD

CARTESIAN COORDINATES (ANGSTROEM)
H: -1.99 -0.47 -0.01
P: 1.87 0.61 -0.48
O: 1.46 -1.10 -0.65
C: 0.81 -0.80 0.51
H: 0.86 -1.45 1.39
C: 0.13 0.43 0.35
O: -0.51 1.44 0.02
Hg: -2.63 1.33 -1.12

Calculated values
Maximum force: 5.641 eV/A
E_tot: -19657.1721 eV
LUMO level (spin up / spin down): -1.069 / -1.450 eV
<S²>: 0.86
Spin multiplicity: 2

Entry 8:
Molecular formula: C2H2I2NO
Method: DFT, ωB97M-V/def2-TZVPD

CARTESIAN COORDINATES (ANGSTROEM)
C: 0.28 0.39 -0.70
C: -0.31 -0.26 0.42
N: -0.60 1.52 -0.38
O: -0.52 2.41 0.51
I: 2.71 0.41 -0.40
I: -1.67 -1.95 0.40
H: 0.37 0.08 -1.66
H: -0.01 0.07 1.36

Calculated values
Maximum force: 4.682 eV/A
E_tot: -21842.4131 eV
LUMO level: 2.770 eV
Charge: -1
Spin multiplicity: 1
Energy relative to the best compared isomer or geometry (same formula, charge and spin): 175.6 kJ/mol

Entry 9:
Molecular formula: C2H2I2O2S
Method: DFT, ωB97M-V/def2-TZVPD

CARTESIAN COORDINATES (ANGSTROEM)
C: -1.66 0.89 -2.04
C: -0.97 -1.27 -1.78
O: -1.05 1.40 -2.86
O: -1.80 -0.22 -1.53
S: -4.11 1.62 -0.64
I: -0.29 -2.31 0.12
I: -4.43 -0.45 0.31
H: -0.13 -0.90 -2.44
H: -1.47 -2.08 -2.29

Calculated values
Maximum force: 3.708 eV/A
E_tot: -33234.3870 eV
LUMO level (spin up / spin down): -1.500 / -2.002 eV
Spin multiplicity: 1
Energy relative to the best compared isomer or geometry (same formula, charge and spin): 417.8 kJ/mol

Entry 10:
Molecular formula: C2H2I4S
Method: DFT, ωB97M-V/def2-TZVPD

CARTESIAN COORDINATES (ANGSTROEM)
C: -0.26 2.10 0.34
C: 0.05 -1.54 -0.29
S: -0.45 -0.21 -1.31
I: 0.07 1.23 2.17
I: 1.16 3.21 -0.63
I: -1.67 -2.45 0.71
I: 1.33 -2.92 -1.28
H: -1.08 1.66 -0.14
H: 0.85 -1.08 0.44

Calculated values
Maximum force: 2.558 eV/A
E_tot: -45340.2990 eV
LUMO level: -2.529 eV
Spin multiplicity: 1
Energy relative to the best compared isomer or geometry (same formula, charge and spin): 321.0 kJ/mol

> What is the E_tot in the tenth record?

-45340.2990 eV

> Look up the E_tot of the tenth one.

-45340.2990 eV